ORCA calculation (ωB97M-V with the def2-TZVPD basis set) on a 9-piece molecular cluster, C20H32BBr16O8 overall.

ORCA input file:
```
! RIJCOSX wB97M-V def2-TZVPD def2/J DEFGRID3
* xyz -1 1
O -0.949 -1.137 -1.322
C -0.162 -0.361 -0.848
O 0.627 -0.543 0.172
B 1.328 0.704 0.534
O 0.932 1.635 -0.594
C -0.017 1.091 -1.309
O -0.709 1.660 -2.101
O 2.768 0.481 0.562
C 3.188 0.487 1.806
O 4.282 0.237 2.198
C 2.048 1.088 2.675
O 0.995 1.212 1.855
O 2.076 1.376 3.829
Br 1.853 -4.480 -2.147
C 2.960 -2.854 -2.042
C 4.258 -2.963 -2.820
Br 5.221 -1.276 -2.746
H 3.107 -2.588 -1.000
H 2.353 -2.053 -2.453
H 4.085 -3.167 -3.873
H 4.908 -3.754 -2.458
Br -4.149 4.641 -4.261
C -2.430 4.420 -3.321
C -1.417 5.281 -4.031
Br 0.412 5.024 -3.299
H -2.200 3.366 -3.457
H -2.506 4.582 -2.250
H -1.598 6.348 -3.959
H -1.326 5.006 -5.076
Br -0.042 3.221 5.403
C -1.435 1.822 5.142
C -2.069 2.134 3.798
Br -3.242 3.713 3.923
H -2.067 1.838 6.027
H -0.868 0.898 5.229
H -2.643 1.283 3.435
H -1.232 2.289 3.124
Br -4.279 -3.525 -3.982
C -2.374 -3.400 -4.105
C -1.610 -4.007 -2.938
Br -2.131 -5.834 -2.666
H -2.183 -2.329 -4.228
H -2.125 -3.716 -5.118
H -1.875 -3.495 -2.020
H -0.532 -3.991 -3.085
Br 1.199 -3.872 1.612
C -0.589 -3.177 1.586
C -0.823 -1.872 2.379
Br -0.271 -2.122 4.241
H -1.284 -3.863 2.067
H -0.865 -3.051 0.542
H -1.850 -1.521 2.382
H -0.228 -1.095 1.902
Br 1.366 6.222 1.557
C 0.344 4.982 0.475
C -0.877 4.562 1.304
Br -1.928 3.197 0.358
H 0.914 4.070 0.312
H 0.052 5.349 -0.502
H -1.472 5.445 1.521
H -0.567 4.089 2.230
Br -4.632 0.182 -4.490
C -4.931 0.184 -2.540
C -3.663 0.504 -1.802
Br -3.957 0.194 0.134
H -5.377 -0.777 -2.307
H -5.678 0.950 -2.343
H -3.329 1.535 -1.871
H -2.821 -0.104 -2.123
Br 7.208 -2.767 3.908
C 5.863 -3.764 2.903
C 4.606 -4.089 3.692
Br 3.767 -2.532 4.572
H 6.325 -4.683 2.550
H 5.589 -3.168 2.035
H 4.823 -4.824 4.464
H 3.856 -4.549 3.052
*
```

Summary:
Total energy in eV: -1159005.2124
E_LUMO in Eh: 0.06960
Kohn-Sham gap in eV: 9.38

***

ORCA calculation (ωB97M-V with the def2-TZVPD basis set) on C59H80F3Ge2N3PRbS as an isolated structure.

ORCA input file:
```
! RIJCOSX wB97M-V def2-TZVPD def2/J DEFGRID3
* xyz -2 1
Rb -0.619 -0.065 -1.132
C 2.984 0.771 -4.529
C 4.385 0.561 -3.923
Ge 4.410 0.941 -1.982
C 6.294 0.683 -1.416
C 6.628 1.335 -0.063
C 4.220 2.884 -1.954
C 3.116 3.652 -1.981
Ge 1.305 2.880 -1.354
C -0.113 3.932 -2.370
C -0.177 5.470 -2.323
C 1.290 4.050 0.324
C 2.280 3.525 1.369
C 3.265 5.069 -2.395
C 3.135 5.407 -3.749
C 3.281 6.718 -4.183
C 3.548 7.736 -3.270
C 3.676 7.417 -1.925
C 3.543 6.100 -1.492
H 3.019 0.822 -5.623
H 2.534 1.702 -4.168
H 2.302 -0.041 -4.258
H 5.105 1.248 -4.384
H 4.739 -0.457 -4.127
H 6.903 1.142 -2.204
H 6.551 -0.381 -1.406
H 6.339 2.392 -0.060
H 7.696 1.280 0.167
H 6.088 0.853 0.759
H 5.187 3.356 -2.195
H -1.048 3.536 -1.952
H -0.096 3.585 -3.411
H -0.236 5.831 -1.289
H -1.061 5.852 -2.851
H 0.700 5.935 -2.778
H 0.270 4.039 0.732
H 1.517 5.095 0.080
H 1.995 2.511 1.680
H 2.336 4.157 2.268
H 3.295 3.458 0.949
H 2.908 4.618 -4.461
H 3.179 6.951 -5.237
H 3.663 8.760 -3.607
H 3.882 8.198 -1.202
H 3.660 5.859 -0.441
C -1.039 1.319 2.713
C -2.356 1.971 2.370
C -2.941 2.894 3.273
C -4.111 3.499 2.935
C -4.745 3.192 1.707
C -5.945 3.822 1.308
C -6.509 3.467 0.110
C -5.935 2.475 -0.703
C -4.760 1.796 -0.362
S -4.141 0.521 -1.345
C -4.122 2.211 0.881
N -2.928 1.644 1.239
H -1.140 0.684 3.603
H -0.272 2.072 2.917
H -0.696 0.695 1.892
H -2.451 3.113 4.217
H -4.578 4.221 3.598
H -6.390 4.578 1.949
H -7.426 3.950 -0.213
H -6.400 2.205 -1.641
N 1.420 -0.421 2.379
C 1.855 0.089 3.329
N 2.370 0.631 4.435
C 1.644 0.547 5.707
C 0.936 1.871 6.020
C 1.736 3.061 5.454
C 3.231 2.736 5.369
C 3.478 1.602 4.365
H 2.371 0.313 6.487
H 0.939 -0.279 5.656
H 0.820 1.958 7.104
H -0.064 1.864 5.583
H 1.577 3.946 6.069
H 1.378 3.296 4.451
H 3.601 2.454 6.360
H 3.794 3.612 5.046
H 4.427 1.103 4.573
H 3.521 2.001 3.356
F -6.580 -6.022 -4.184
C -6.375 -4.945 -4.990
F -7.449 -4.142 -4.817
F -6.426 -5.414 -6.262
C -5.097 -4.250 -4.697
C -5.009 -3.406 -3.591
C -3.816 -2.773 -3.294
C -2.668 -2.972 -4.083
C -2.788 -3.816 -5.194
C -3.984 -4.446 -5.498
C -1.415 -2.383 -3.721
C -0.311 -1.979 -3.343
H -5.879 -3.241 -2.965
H -3.755 -2.105 -2.443
H -1.917 -3.981 -5.813
H -4.055 -5.099 -6.359
C 0.732 -4.392 1.132
C -0.514 -4.181 2.009
C -0.109 -3.278 3.181
C -0.976 -5.543 2.523
P -1.750 -3.235 0.913
C -2.293 -4.639 -0.150
C -1.521 -4.839 -1.297
C -1.801 -5.875 -2.182
C -2.889 -6.706 -1.960
C -3.679 -6.510 -0.832
C -3.370 -5.501 0.071
C -3.243 -2.754 1.968
C -3.667 -3.680 3.110
C -2.887 -1.375 2.558
C -4.418 -2.526 1.009
H 1.552 -4.779 1.751
H 1.062 -3.452 0.679
H 0.543 -5.109 0.331
H 0.756 -3.715 3.698
H -0.916 -3.172 3.912
H 0.181 -2.284 2.831
H -0.151 -6.017 3.072
H -1.253 -6.203 1.698
H -1.827 -5.466 3.201
H -0.724 -4.145 -1.537
H -1.187 -5.995 -3.068
H -3.138 -7.487 -2.672
H -4.546 -7.140 -0.660
H -3.990 -5.394 0.951
H -2.905 -3.737 3.891
H -3.893 -4.696 2.780
H -4.577 -3.269 3.568
H -2.017 -1.415 3.221
H -3.742 -0.993 3.133
H -2.688 -0.653 1.761
H -4.770 -3.444 0.535
H -4.157 -1.814 0.223
H -5.254 -2.085 1.566
C 4.391 -1.756 0.470
C 3.507 -1.707 -0.777
C 4.158 -2.435 -1.954
C 3.100 -0.265 -1.138
H 4.615 -2.791 0.759
H 3.884 -1.269 1.310
H 5.341 -1.237 0.289
H 2.577 -2.235 -0.545
H 5.099 -1.949 -2.239
H 3.490 -2.428 -2.822
H 4.379 -3.479 -1.701
H 2.685 0.238 -0.259
H 2.299 -0.295 -1.885
*
```

Summary:
Total energy in eV: -208915.3469
E_LUMO in Eh: 0.12053
Kohn-Sham gap in eV: 4.98

***

ORCA calculation (ωB97M-V with the def2-TZVPD basis set) on C15H27NOPd as an isolated structure.

ORCA input file:
```
! RIJCOSX wB97M-V def2-TZVPD def2/J DEFGRID3
* xyz 0 3
Pd 0.675 0.029 0.794
C 0.237 0.003 3.791
C -0.601 -0.001 2.542
C -1.080 1.202 1.974
C -2.117 1.195 1.039
C -2.669 -0.001 0.606
C -2.141 -1.200 1.067
C -1.105 -1.205 1.999
H 0.914 0.857 3.812
H 0.836 -0.904 3.864
H -0.406 0.058 4.673
H -0.718 2.145 2.365
H -2.492 2.138 0.661
H -3.488 -0.001 -0.102
H -2.533 -2.143 0.707
H -0.750 -2.146 2.401
C -0.230 2.350 -2.160
C -1.102 1.171 -2.530
O -0.524 -0.003 -1.995
C -1.112 -1.184 -2.502
C -0.260 -2.364 -2.090
H -0.788 3.284 -2.251
H 0.652 2.408 -2.797
H 0.109 2.249 -1.128
H -1.191 1.068 -3.619
H -2.119 1.299 -2.133
H -1.188 -1.111 -3.595
H -2.135 -1.288 -2.114
H 0.621 -2.461 -2.725
H -0.833 -3.291 -2.145
H 0.083 -2.230 -1.063
C 4.423 0.752 -1.068
C 3.755 0.006 0.091
C 4.232 -1.450 0.129
C 4.055 0.704 1.420
N 2.336 0.011 -0.122
H 5.510 0.713 -0.961
H 4.112 1.797 -1.083
H 4.150 0.300 -2.022
H 5.317 -1.489 0.253
H 3.967 -1.961 -0.797
H 3.766 -1.982 0.960
H 5.133 0.721 1.600
H 3.570 0.180 2.244
H 3.686 1.730 1.403
*
```

Summary:
Total energy in eV: -23007.6832
E_LUMO (alpha / beta) in Eh: 0.03146 / 0.00546
Kohn-Sham gap (alpha / beta) in eV: 8.28 / 7.69

***

ORCA calculation (ωB97M-V with the def2-TZVPD basis set) on a 6-piece molecular cluster, C10H30IO8 overall.

ORCA input file:
```
! RIJCOSX wB97M-V def2-TZVPD def2/J DEFGRID3
* xyz -1 1
I -0.308 -0.305 -2.337
C -2.858 5.553 1.026
C -3.847 4.449 1.461
O -4.174 3.621 0.362
H -3.346 6.349 0.463
H -1.974 5.081 0.596
H -2.574 6.159 1.886
H -4.706 4.939 1.921
H -3.472 3.696 2.154
H -3.359 3.202 0.074
C 3.414 8.037 -2.908
C 2.650 6.768 -3.348
O 2.758 5.723 -2.394
H 2.890 8.485 -2.064
H 3.499 8.765 -3.715
H 4.433 7.855 -2.568
H 3.135 6.351 -4.231
H 1.617 6.976 -3.627
H 2.222 4.962 -2.631
C 2.589 -2.258 3.865
C 3.244 -2.843 5.095
O 4.370 -2.056 5.482
O 3.327 -2.100 2.646
H 2.224 -1.290 4.206
H 1.596 -2.698 3.765
H 3.575 -3.838 4.798
H 2.535 -2.952 5.916
H 4.174 -1.902 6.409
H 2.772 -1.898 1.889
C -6.254 -1.665 3.498
C -5.277 -1.948 2.443
O -5.833 -1.728 1.074
O -6.372 -0.286 3.367
H -5.936 -2.079 4.455
H -7.160 -2.238 3.297
H -4.761 -2.906 2.378
H -4.371 -1.435 2.765
H -5.211 -1.249 0.522
H -6.417 -0.230 2.410
C 2.492 -6.401 -5.371
C 3.705 -7.333 -5.149
O 4.506 -6.788 -4.115
O 1.388 -6.270 -4.447
H 2.056 -6.697 -6.325
H 2.690 -5.330 -5.425
H 4.376 -7.459 -5.998
H 3.393 -8.337 -4.861
H 5.399 -7.119 -4.238
H 1.183 -5.333 -4.467
*
```

Summary:
Total energy in eV: -35334.8623
E_LUMO in Eh: 0.08778
Kohn-Sham gap in eV: 6.03

***

ORCA calculation (ωB97M-V with the def2-TZVPD basis set) on the molecule C4H6O2S.

ORCA input file:
```
! RIJCOSX wB97M-V def2-TZVPD def2/J DEFGRID3
* xyz 0 1
O -2.708 -0.821 0.214
C -1.752 -0.160 -0.054
O -1.917 1.183 -0.224
C -0.353 -0.732 -0.312
C 0.703 -0.064 0.564
C 1.349 1.100 0.050
S 2.303 -0.358 -0.097
H -2.934 1.235 0.141
H 0.189 -0.657 -1.398
H -0.354 -1.803 -0.163
H 0.647 -0.018 1.701
H 1.200 1.436 -0.989
H 1.730 1.774 0.845
*
```

Summary:
Total energy in eV: -19174.2499
E_LUMO in Eh: 0.02555
Kohn-Sham gap in eV: 9.65

***

ORCA calculation (ωB97M-V with the def2-TZVPD basis set) on a 2-piece molecular cluster, CH2FN2O2 overall.

ORCA input file:
```
! RIJCOSX wB97M-V def2-TZVPD def2/J DEFGRID3
* xyz -1 1
C 1.672 -0.163 -0.051
N -2.044 0.301 -0.563
N -1.962 -0.448 0.389
O 1.376 -1.259 0.326
O 2.365 0.384 -0.853
F 0.804 0.899 0.719
H -1.175 0.822 -0.817
H -1.035 -0.536 0.850
*
```

Summary:
Total energy in eV: -10863.1119
E_LUMO in Eh: 0.16474
Kohn-Sham gap in eV: 9.75

***

ORCA calculation (ωB97M-V with the def2-TZVPD basis set) on a 3-piece molecular cluster, C5H12N2O2 overall.

ORCA input file:
```
! RIJCOSX wB97M-V def2-TZVPD def2/J DEFGRID3
* xyz 0 1
C -0.411 2.277 -0.869
C -1.461 -0.826 -1.180
N 0.162 0.999 -0.435
C -0.852 -0.032 -0.038
O -1.449 0.125 1.015
H 0.795 0.603 -1.124
H -0.993 2.200 -1.795
H 0.397 2.992 -1.033
H -1.060 2.650 -0.077
H -1.948 -1.713 -0.779
H -2.228 -0.204 -1.652
H -0.724 -1.118 -1.926
C 1.458 0.636 1.271
C 0.860 -1.455 0.290
N 0.544 -2.264 1.328
O 1.542 -1.782 -0.664
H -0.183 -1.969 1.961
H 0.808 -3.243 1.320
H 2.338 0.008 1.219
H 0.739 0.430 2.048
H 1.669 1.684 1.121
*
```

Summary:
Total energy in eV: -12450.3502
E_LUMO (alpha / beta) in Eh: -0.00013 / -0.02377
Kohn-Sham gap (alpha / beta) in eV: 7.37 / 6.18

***

ORCA calculation (ωB97M-V with the def2-TZVPD basis set) on an isolated ion of composition C7H11N2O2S and charge +1.

ORCA input file:
```
! RIJCOSX wB97M-V def2-TZVPD def2/J DEFGRID3
* xyz 1 1
C 0.259 -0.420 0.204
C 0.201 0.940 -0.054
C 1.435 -1.222 0.490
C -1.126 -0.938 0.503
C -2.078 0.035 -0.235
C 3.553 -1.411 -0.706
C -3.371 0.121 0.477
N 2.725 -0.606 -0.130
N 0.969 2.024 -0.228
O 1.444 -2.312 1.003
O -1.391 1.287 -0.195
S 5.293 -1.299 -0.685
H -1.455 -1.975 0.207
H -1.366 -0.816 1.582
H -2.023 -0.280 -1.336
H 3.183 -2.341 -1.206
H -4.107 -0.532 0.064
H -3.756 1.152 0.529
H -3.055 -0.180 1.588
H 3.015 0.277 0.273
H 1.863 2.134 0.207
H 0.330 2.805 -0.120
H 5.478 -2.088 -1.727
*
```

Summary:
Total energy in eV: -25338.6208
E_LUMO in Eh: -0.18787
Kohn-Sham gap in eV: 7.36

***

ORCA calculation (ωB97M-V with the def2-TZVPD basis set) on C19H16IN9RuSSe as an isolated structure.

ORCA input file:
```
! RIJCOSX wB97M-V def2-TZVPD def2/J DEFGRID3
* xyz 4 5
Ru 0.008 0.763 0.453
Se -4.065 -5.567 1.386
N -4.367 -4.054 0.526
C -3.309 -3.297 0.696
C -3.175 -1.967 0.129
C -4.149 -1.345 -0.666
C -3.911 -0.074 -1.160
C -2.715 0.562 -0.869
N -1.768 -0.020 -0.113
C -2.001 -1.270 0.388
C -0.952 -1.828 1.194
N 0.143 -1.033 1.377
C 1.193 -1.518 2.064
C 1.178 -2.788 2.617
C 0.058 -3.588 2.461
C -1.039 -3.107 1.730
C -2.254 -3.861 1.482
N -2.463 -5.072 1.943
H -5.074 -1.869 -0.878
H -4.645 0.431 -1.773
H -2.502 1.551 -1.249
H 2.053 -0.870 2.164
H 2.042 -3.140 3.163
H 0.015 -4.585 2.885
C 2.906 -0.042 -4.360
C 3.080 0.505 -2.939
C 1.904 1.285 -2.468
N 1.427 1.299 -1.259
N 0.307 2.105 -1.098
C -0.037 2.737 -2.219
N -1.056 3.575 -2.327
S 1.025 2.341 -3.531
H 3.789 -0.615 -4.633
H 2.810 0.763 -5.091
H 2.039 -0.698 -4.437
H 3.947 1.175 -2.911
H 3.266 -0.290 -2.216
H -1.525 3.932 -1.507
H -1.240 4.063 -3.195
I 2.398 3.970 5.353
C 2.128 3.133 3.552
C 2.921 3.335 2.407
N 2.385 2.604 1.447
N 1.286 1.910 1.869
C 1.117 2.224 3.141
H 3.804 3.940 2.254
H 2.715 2.482 0.495
H 0.306 1.811 3.723
*
```

Summary:
Total energy in eV: -120194.9946
E_LUMO (alpha / beta) in Eh: -0.45517 / -0.56976
Kohn-Sham gap (alpha / beta) in eV: 6.46 / 3.31

***

ORCA calculation (ωB97M-V with the def2-TZVPD basis set) on H7O3PSi2Sn as an isolated structure.

ORCA input file:
```
! RIJCOSX wB97M-V def2-TZVPD def2/J DEFGRID3
* xyz 2 1
O 2.171 -1.461 0.340
P 1.329 -0.267 -0.662
O 2.596 0.837 -1.221
Si -0.017 0.802 0.703
O -1.636 0.133 0.835
Si -2.005 -0.995 -0.461
H 2.374 -2.257 -0.265
H 2.814 1.502 -0.486
H 0.582 0.695 2.058
H 0.012 2.248 0.395
H -0.973 -2.012 -0.694
H -2.443 -0.328 -1.713
H -3.202 -1.753 -0.014
Sn -1.602 2.855 1.184
*
```

Summary:
Total energy in eV: -37110.8286
E_LUMO in Eh: -0.43710
Kohn-Sham gap in eV: 4.95

***

ORCA calculation (ωB97M-V with the def2-TZVPD basis set) on a 2-piece molecular cluster, C7H5F3N5O4 overall.

ORCA input file:
```
! RIJCOSX wB97M-V def2-TZVPD def2/J DEFGRID3
* xyz -1 1
C -3.744 -0.564 1.083
O -2.925 0.631 1.023
C -1.626 0.361 1.168
N -0.785 1.372 0.886
C 0.504 1.048 0.914
N 1.584 1.768 0.444
O 2.660 0.931 0.564
N 2.239 -0.393 1.156
O 3.072 -1.254 1.324
C 0.905 -0.273 1.338
C -0.044 -1.258 1.659
N -1.332 -0.886 1.556
H -4.763 -0.181 1.130
H -3.606 -1.163 0.178
H -3.498 -1.167 1.961
H 0.283 -2.280 1.798
H -0.632 -1.962 3.747
N 0.352 -2.125 3.532
C 0.666 -3.410 3.852
C 1.942 -3.440 4.783
F 2.847 -2.466 4.494
F 1.517 -3.258 6.077
F 2.584 -4.634 4.728
O 0.125 -4.481 3.592
*
```

Summary:
Total energy in eV: -31128.8924
E_LUMO in Eh: 0.07997
Kohn-Sham gap in eV: 7.01